Molecular formula: C34H73Cl2N4O18P2S7
Method: DFT, ωB97M-V with the def2-TZVPD basis set

The spin multiplicity is 1. Its net charge is -1. The value obtained for the orbital gap is 6.4 eV. Its HOMO energy is -5.056 eV. The LUMO energy is 0.0487 Eh.

Positions of all 140 atoms, in Å:
C1 -2.18662 6.06624 1.09822
C2 -2.93407 4.67533 1.07980
C3 -3.16319 4.10192 -0.38449
C4 -1.75614 3.55502 -0.90431
N1 -1.43325 4.00072 -2.26422
C5 -1.25975 2.97834 -3.27037
C6 -0.76430 3.88110 -4.51852
C7 -1.68732 5.10393 -4.83937
C8 -3.05280 4.76904 -5.52886
Cl1 -3.75749 6.36303 -6.12945
O1 -2.38033 2.32830 -3.85326
P1 -2.38226 0.57245 -3.85606
S1 -3.20776 0.50914 -1.82759
C9 -4.01046 0.76947 -4.83291
C10 -5.37326 0.62584 -4.07843
C11 -5.82452 2.03619 -3.47636
C12 -6.57166 2.79867 -4.65923
O2 -6.48853 4.21824 -4.56258
P2 -2.73590 -1.64401 -3.80099
N2 -1.93975 -2.40536 -2.63821
C13 -1.46173 0.37455 -5.55732
C14 -1.76449 1.15106 -6.74583
C15 -0.99386 0.91633 -7.96814
C16 0.02700 -0.10093 -7.89648
N3 0.34362 -0.87032 -6.82651
C17 -0.37890 -0.61492 -5.71529
O3 -0.76489 0.54434 -3.22526
C18 -0.16635 1.82083 -3.08331
Cl2 1.31186 1.84004 -4.23077
N4 0.50701 1.68434 -1.73307
C19 1.36631 0.82781 -1.71292
S2 2.41352 -0.37244 -1.57038
H1 -2.09275 6.53072 0.08216
H2 -1.12651 5.88610 1.43618
H3 -2.60701 6.78530 1.84962
H4 -3.88692 4.79803 1.65009
H5 -2.30355 3.96544 1.68043
H6 -3.51733 4.97161 -0.99121
H7 -3.92483 3.29491 -0.26560
H8 -1.64245 2.46641 -0.70393
H9 -1.01236 4.05756 -0.21717
H10 -0.71130 4.71153 -2.29087
H11 0.21430 4.32305 -4.17011
H12 -0.64401 3.29246 -5.45347
H13 -1.11607 5.72877 -5.58731
H14 -1.90092 5.79381 -3.99187
H15 -3.75829 4.42310 -4.73878
H16 -2.98551 4.09273 -6.40593
H17 -3.82490 1.69487 -1.54769
H18 -3.99258 -0.00260 -5.65351
H19 -4.00915 1.81361 -5.24734
H20 -6.15250 0.42783 -4.87731
H21 -5.48278 -0.21129 -3.36362
H22 -4.93359 2.64352 -3.18811
H23 -6.57542 1.89318 -2.66241
H24 -7.62165 2.40634 -4.75491
H25 -6.04797 2.47039 -5.60027
H26 -6.44550 4.50142 -3.63691
H27 -4.12816 -1.92297 -3.56235
H28 -2.44701 -2.26030 -5.06110
H29 -1.36233 -1.73521 -2.12806
H30 -2.53178 1.94685 -6.75188
H31 -1.17017 1.48594 -8.90620
H32 0.60394 -0.28553 -8.83733
H33 -0.15657 -1.25156 -4.82156
O4 -6.77755 -2.15541 -3.97224
S3 -7.51376 -3.36610 -4.17232
O5 -7.49389 -4.06002 -5.42636
O6 -9.04394 -3.12071 -3.73876
C20 -9.76049 -2.05165 -4.36757
C21 -10.14040 -2.38490 -5.79869
C22 -7.09528 -4.51140 -2.89725
H34 -9.18378 -1.12431 -4.31747
H35 -10.66849 -1.89813 -3.78270
H36 -9.25623 -2.48310 -6.42902
H37 -10.76886 -1.59990 -6.22327
H38 -10.67620 -3.33481 -5.84248
H39 -7.13915 -4.00546 -1.93531
H40 -6.08218 -4.86157 -3.09243
H41 -7.79006 -5.34828 -2.93253
O7 8.66882 -1.10487 1.53764
S4 7.95933 -2.34043 1.37191
O8 8.09301 -3.12822 0.18227
O9 6.39974 -2.08591 1.65378
C23 5.72224 -1.07850 0.88584
C24 5.46298 -1.52485 -0.54005
C25 8.27281 -3.37761 2.76391
H42 6.28171 -0.14012 0.91063
H43 4.76793 -0.89732 1.38209
H44 6.39615 -1.65494 -1.08944
H45 4.86255 -0.78606 -1.07185
H46 4.94330 -2.48476 -0.55413
H47 8.14197 -2.79988 3.67617
H48 9.30121 -3.72979 2.68713
H49 7.58935 -4.22388 2.73490
O10 -0.89386 2.95202 3.74071
S5 -1.66319 1.74545 3.84327
O11 -3.05480 1.76887 4.19079
O12 -0.90155 0.72684 4.82664
C26 -0.58722 1.16850 6.15359
C27 -1.81910 1.21925 7.03859
C28 -1.47631 0.81373 2.35542
H50 -0.08031 2.13679 6.12639
H51 0.11713 0.44740 6.56792
H52 -2.52304 1.97742 6.69363
H53 -1.54471 1.46033 8.06736
H54 -2.34262 0.26117 7.02285
H55 -0.42061 0.75955 2.09843
H56 -2.02799 1.33251 1.57106
H57 -1.89434 -0.17944 2.50566
O13 11.53664 -4.02965 4.08061
S6 12.39300 -3.83834 5.21349
O14 11.88688 -3.35377 6.46301
O15 13.64192 -2.93283 4.77173
C29 13.37642 -1.64759 4.18956
C30 12.91570 -0.63792 5.22424
C31 13.28915 -5.32765 5.51802
H58 12.65176 -1.73918 3.37680
H59 14.31336 -1.30585 3.74834
H60 11.94765 -0.91472 5.64247
H61 12.81633 0.35266 4.77774
H62 13.62382 -0.58718 6.05323
H63 13.70757 -5.68983 4.58154
H64 12.58659 -6.05501 5.92277
H65 14.07272 -5.12525 6.24531
O16 0.54230 -1.52598 7.47094
S7 0.08814 -2.57157 8.34001
O17 -0.07441 -2.35941 9.74792
O18 1.00351 -3.87123 8.11162
C32 2.42168 -3.74029 8.27636
C33 2.81724 -3.62801 9.73724
C34 -1.41563 -3.23770 7.70188
H66 2.79604 -2.89137 7.69898
H67 2.86916 -4.64001 7.85255
H68 2.43947 -2.70545 10.17885
H69 3.90342 -3.62970 9.84332
H70 2.40053 -4.45642 10.31263
H71 -1.29568 -3.43441 6.63865
H72 -2.19608 -2.49459 7.86152
H73 -1.65576 -4.14955 8.24482

Molecular formula: C34H73N3O3
Method: DFT, ωB97M-V with the def2-TZVPD basis set

The spin multiplicity is 1. The energy above the lowest of the compared OMol25 structures with the same formula, charge and spin is 23.0660 eV. Its net charge is +2. The value obtained for the orbital gap is 8.1 eV. Its HOMO energy is -12.244 eV. The LUMO energy is -0.1520 Eh.

Positions of all 113 atoms, in Å:
O1 -0.57029 0.68224 -0.79565
C1 0.36100 0.71836 0.09280
O2 1.37050 0.09601 -0.24619
O3 0.18173 1.21891 1.20525
H1 -0.03493 0.02790 -1.25042
C2 -1.77415 0.15059 -4.33829
C3 -2.74661 0.94957 -3.55274
C4 -2.37338 1.24727 -2.12608
C5 -3.41223 2.15108 -1.37705
N1 -2.81816 2.49785 0.04221
C6 -2.90528 1.28621 1.03269
C7 -3.47133 1.71182 2.34489
C8 -4.61619 2.56570 1.80129
C9 -3.88477 3.40719 0.78325
C10 -1.47179 3.22837 0.06272
C11 -1.42915 4.50020 -0.80346
C12 0.03046 5.00158 -0.72196
H2 -1.79092 -0.86425 -3.94090
H3 -0.72107 0.38921 -4.18931
H4 -2.03918 0.07966 -5.39320
H5 -3.74737 0.51855 -3.58097
H6 -2.88023 1.93713 -3.99429
H7 -1.40281 1.73013 -2.23977
H8 -2.20025 0.30253 -1.61072
H9 -4.26957 1.51194 -1.16596
H10 -3.78017 3.01800 -1.92581
H11 -1.96988 0.73520 0.93513
H12 -3.62998 0.60617 0.58496
H13 -2.81971 2.34027 2.95197
H14 -3.89669 0.86487 2.88330
H15 -5.08470 3.23206 2.52557
H16 -5.33572 1.86547 1.37695
H17 -3.35547 4.20432 1.30529
H18 -4.48513 3.85482 -0.00878
H19 -0.67183 2.64440 -0.39239
H20 -1.17576 3.44571 1.08900
H21 -2.32685 5.08099 -0.59153
H22 -1.67653 4.18661 -1.81764
H23 0.12459 5.59132 0.18988
H24 0.25081 5.64633 -1.57275
H25 0.79438 4.22617 -0.66497
C13 -2.49598 -0.62331 1.19847
C14 -2.91097 -1.66867 0.19198
C15 -1.98649 -1.64656 -1.15000
C16 -0.62296 -2.29802 -0.87571
N2 0.15715 -2.89140 -2.05746
C17 1.43891 -3.54381 -1.53929
C18 1.89294 -4.48428 -2.62306
C19 0.64342 -5.04966 -3.33620
C20 -0.46979 -4.15526 -2.69936
C21 0.31976 -1.79046 -3.20030
C22 1.09846 -0.55174 -2.73808
C23 1.37641 0.31543 -3.92700
H26 -1.44683 -0.84505 1.39396
H27 -3.11502 -0.73040 2.08921
H28 -2.65433 0.38538 0.81693
H29 -3.99633 -1.66664 0.09166
H30 -2.73209 -2.66051 0.60714
H31 -2.00009 -0.66982 -1.63363
H32 -2.37322 -2.27954 -1.94865
H33 -0.85535 -3.12338 -0.20275
H34 0.09680 -1.66282 -0.35940
H35 2.20668 -2.77794 -1.42942
H36 1.22907 -4.18545 -0.68350
H37 2.41146 -3.89259 -3.37747
H38 2.52442 -5.29065 -2.25008
H39 0.73562 -5.01088 -4.42161
H40 0.60884 -6.10538 -3.06721
H41 -1.26668 -3.91087 -3.40173
H42 -0.83349 -4.77786 -1.88194
H43 -0.64326 -1.58104 -3.66593
H44 1.01304 -2.22346 -3.92140
H45 2.07184 -0.81488 -2.32409
H46 0.64898 0.15578 -2.04132
H47 1.93888 -0.17022 -4.72441
H48 1.87054 1.24314 -3.63840
H49 0.49321 0.68086 -4.45097
C24 2.87933 3.92418 2.49700
C25 3.04767 2.70207 1.62372
C26 2.33970 1.42311 2.19647
C27 2.67886 0.12350 1.51149
N3 2.16590 -1.05270 2.41020
C28 2.84728 -2.29895 1.68165
C29 1.63140 -2.97155 0.98477
C30 0.46369 -2.66918 1.83347
C31 0.67638 -1.20250 2.33536
C32 2.62946 -1.01094 3.87344
C33 4.20840 -0.79596 3.99406
C34 4.56834 -0.65079 5.40636
H50 3.43787 3.80888 3.42589
H51 1.82951 4.02261 2.77320
H52 3.18202 4.79989 1.92286
H53 4.12086 2.55584 1.50140
H54 2.59243 3.01376 0.68366
H55 1.25944 1.54585 2.11862
H56 2.69714 1.41657 3.22617
H57 3.76408 0.03494 1.46100
H58 2.27891 -0.00543 0.50575
H59 3.15343 -2.93997 2.50837
H60 3.69386 -2.12562 1.01729
H61 1.54179 -4.03249 0.75139
H62 1.54308 -2.55497 -0.01862
H63 0.38577 -3.35058 2.68065
H64 -0.52393 -2.78287 1.38649
H65 0.26603 -0.96434 3.31668
H66 0.24579 -0.50300 1.61884
H67 2.27183 -1.98998 4.19228
H68 2.11259 -0.23636 4.43998
H69 4.71951 -0.02634 3.41563
H70 4.59773 -1.72630 3.58055
H71 5.58852 -0.33308 5.62179
H72 4.44154 -1.57346 5.97266
H73 3.94487 0.13965 5.82420

Molecular formula: C34H74MgO20S10
Method: DFT, ωB97M-V with the def2-TZVPD basis set

The spin multiplicity is 2. The energy above the lowest of the compared OMol25 structures with the same formula, charge and spin is 0.0000 eV. Its net charge is +1. The value obtained for the orbital gap (spin up / spin down) is 6.3 / 4.1 eV. Its HOMO energy (spin up / spin down) is -10.501 / -10.500 eV. The LUMO energy (spin up / spin down) is -0.1548 / -0.2339 Eh.

Positions of all 139 atoms, in Å:
Mg1 -16.07722 20.33727 18.15764
C1 -12.76353 22.65110 18.10192
C2 -12.24520 23.38381 17.06390
C3 -13.09720 23.44924 15.72800
O1 -12.81048 24.24969 14.71054
C4 -14.25726 22.76975 15.58533
C5 -14.72224 21.89983 16.62966
C6 -13.96485 21.87112 18.00300
O2 -14.52241 21.17948 18.87654
O3 -15.76958 21.25589 16.56441
O4 -11.05954 23.88534 17.21107
H1 -12.25300 22.63565 19.05351
H2 -14.74477 22.77733 14.62166
C7 -10.30244 23.44284 12.43654
C8 -9.58956 24.71913 12.93195
C9 -9.24620 24.56274 14.46965
O5 -7.93613 25.04756 14.52803
C10 -7.40360 25.11983 13.27645
O6 -6.22836 25.45588 13.07521
O7 -8.29636 24.68412 12.34314
H3 -11.36525 23.54286 12.65683
H4 -9.78549 22.54817 12.78359
H5 -10.37327 23.52681 11.35209
H6 -10.22313 25.56049 12.65125
H7 -9.38597 23.55505 14.86098
H8 -9.85644 25.15841 15.14854
C11 -13.61728 25.02733 11.12043
C12 -15.06553 24.54703 11.43897
C13 -15.65830 25.37356 12.57057
O8 -16.75866 25.91618 11.98954
C14 -16.90215 25.54045 10.76478
O9 -17.77361 26.03443 10.05117
O10 -15.97097 24.69628 10.39562
H9 -12.94672 24.57885 11.85344
H10 -13.45546 26.09471 10.97004
H11 -13.30740 24.55090 10.19033
H12 -15.01823 23.48598 11.68399
H13 -15.08158 26.22332 12.93580
H14 -15.89458 24.64434 13.34550
C15 -13.98857 21.00249 12.70135
S1 -13.90955 19.25317 12.29735
O11 -15.33757 18.69371 12.27032
C16 -13.37919 19.44163 10.50560
H15 -14.34689 20.86690 13.72180
H16 -14.60374 21.52684 11.97010
H17 -13.04977 21.54869 12.79314
H18 -13.30680 18.45652 10.04470
H19 -12.41471 19.94930 10.49368
H20 -13.99124 20.15084 9.94838
C17 -17.32039 22.86940 21.27788
S2 -17.38357 22.97599 19.51800
O12 -17.18418 21.52689 19.03823
C18 -19.14706 23.45528 19.31696
H21 -17.05597 23.82393 21.73292
H22 -16.54405 22.18810 21.62605
H23 -18.31363 22.61431 21.64733
H24 -19.28140 24.47945 19.66502
H25 -19.89354 22.89421 19.87916
H26 -19.32601 23.50586 18.24294
C19 -13.24472 17.70765 15.78170
S3 -14.95325 17.70663 16.56633
O13 -14.78541 18.87946 17.52495
C20 -15.83816 18.31892 15.04443
H27 -12.59529 17.07632 16.38814
H28 -12.88888 18.73048 15.65801
H29 -13.27619 17.24949 14.79316
H30 -15.81500 17.54408 14.27814
H31 -15.41370 19.22055 14.60284
H32 -16.89165 18.50962 15.24906
C21 -19.43947 19.69935 19.47034
S4 -19.13695 19.82755 17.72175
O14 -17.62507 19.55557 17.57189
C22 -19.88218 18.32687 16.99993
H33 -19.12314 18.75585 19.91514
H34 -20.52201 19.72887 19.59416
H35 -18.98175 20.46169 20.10077
H36 -20.94721 18.28180 17.22752
H37 -19.41978 17.39672 17.33024
H38 -19.82041 18.49792 15.92521
C23 -13.63084 28.01237 14.70210
S5 -11.86062 27.71816 15.00234
O15 -11.25563 29.15591 14.89666
C24 -12.10025 27.21529 16.74874
H39 -14.12170 27.03921 14.71177
H40 -13.65357 28.50396 13.72951
H41 -14.18678 28.65534 15.38448
H42 -12.49072 28.04881 17.33259
H43 -11.16293 26.87294 17.18730
H44 -12.92743 26.50559 16.76262
C25 -13.23884 26.73327 20.23154
S6 -14.25875 25.31501 20.68701
O16 -15.33071 25.87272 21.68055
C26 -12.93797 24.29725 21.53347
H45 -12.95660 27.09355 21.22080
H46 -13.71701 27.57680 19.73363
H47 -12.38235 26.36169 19.66899
H48 -11.95287 24.25532 21.06879
H49 -13.27564 23.27445 21.70071
H50 -12.89105 24.71843 22.53771
C27 -15.16301 18.03181 21.97290
S7 -16.44803 18.08164 20.59584
O17 -16.25255 19.31172 19.73538
C28 -15.68300 16.72068 19.68873
H51 -14.21658 18.44908 21.62901
H52 -14.96767 17.00810 22.29220
H53 -15.46510 18.66025 22.81070
H54 -16.29653 16.65260 18.79037
H55 -15.85256 15.78157 20.21545
H56 -14.62989 16.82660 19.42827
C29 -12.33864 19.87978 20.44572
S8 -11.15346 21.12218 21.10306
O18 -10.49931 20.56156 22.34504
C30 -9.84666 21.08344 19.78779
H57 -12.29994 19.80910 19.35870
H58 -13.29651 20.15254 20.88865
H59 -12.06396 18.87734 20.77402
H60 -10.04964 21.53593 18.81714
H61 -9.63230 20.02070 19.67497
H62 -9.09739 21.75929 20.20002
C31 -7.77131 26.48492 18.21814
S9 -7.52257 25.85773 19.86161
O19 -7.97304 26.97393 20.80575
C32 -9.01967 24.74393 19.78715
H63 -7.13310 25.95885 17.50817
H64 -7.40384 27.51105 18.22860
H65 -8.79188 26.55191 17.84124
H66 -9.81837 25.35337 19.36435
H67 -9.43515 24.39509 20.73255
H68 -8.93247 23.96292 19.03182
C33 -17.51949 21.52674 12.85347
S10 -19.01466 22.10496 13.74922
O20 -19.20484 21.34363 15.03246
C34 -18.22030 23.67942 14.43154
H69 -17.25066 22.24014 12.07444
H70 -17.79587 20.61601 12.32216
H71 -16.60628 21.44579 13.44304
H72 -18.89540 24.20835 15.10428
H73 -17.96588 24.44237 13.69583
H74 -17.23956 23.54461 14.88770